The following is a quantum chemistry calculation of C42H72I3N8O3PS2 as an isolated structure in a non-equilibrium geometry, from the Open Molecules 2025 dataset.

```
! RIJCOSX wB97M-V def2-TZVPD def2/J DEFGRID3
* xyz 0 1
C -5.276 8.385 0.822
C -5.202 7.582 -0.050
C -5.201 6.536 -1.027
C -3.971 5.621 -1.008
C -2.725 6.543 -1.266
O -1.787 6.533 -0.232
C -1.883 7.599 0.673
O -3.691 4.945 0.185
C -4.324 3.746 0.465
S -4.273 2.511 -0.926
C -5.825 3.797 0.831
C -6.346 4.669 2.011
C -5.368 5.512 2.785
I -8.056 5.830 1.360
C -3.387 3.070 1.577
O -2.630 4.043 2.230
N -2.464 2.097 0.944
C -1.165 2.503 0.597
I -0.928 3.403 -1.325
C -0.102 2.302 1.331
C -0.162 1.622 2.654
I 1.844 2.856 0.758
P -4.383 2.102 2.846
S -3.315 1.210 4.207
H -5.257 9.273 1.369
H -5.123 7.037 -1.979
H -6.143 6.011 -1.050
H -4.044 5.020 -1.903
H -2.205 6.149 -2.122
H -3.030 7.543 -1.536
H -0.974 7.588 1.251
H -1.971 8.564 0.193
H -2.681 7.421 1.377
H -5.516 2.683 -1.410
H -6.176 2.792 0.978
H -6.340 4.123 -0.052
H -6.794 3.998 2.717
H -4.731 4.942 3.439
H -4.747 6.151 2.187
H -5.937 6.158 3.433
H -2.738 3.917 3.177
H -2.462 1.198 1.403
H -0.840 0.794 2.628
H -0.504 2.332 3.388
H 0.823 1.302 2.940
H -5.140 1.173 2.114
H -5.308 2.906 3.515
C 0.036 -1.522 7.485
C -0.723 -1.504 6.158
C 0.092 -2.064 4.988
C 1.306 -1.283 4.769
N 2.253 -0.665 4.597
H 0.924 -0.890 7.452
H -0.603 -1.145 8.284
H 0.348 -2.531 7.746
H -1.028 -0.480 5.933
H -1.635 -2.095 6.261
H -0.499 -2.042 4.071
H 0.375 -3.098 5.185
C -4.041 3.914 -5.847
C -5.472 4.345 -5.544
C -5.700 5.848 -5.750
C -4.835 6.625 -4.869
N -4.157 7.234 -4.177
H -3.328 4.397 -5.178
H -3.932 2.838 -5.716
H -3.767 4.159 -6.874
H -5.717 4.077 -4.514
H -6.158 3.796 -6.190
H -6.736 6.109 -5.535
H -5.490 6.131 -6.782
C 2.843 -4.640 4.543
C 3.686 -5.547 5.425
C 2.896 -6.144 6.595
C 2.378 -5.077 7.440
N 1.975 -4.209 8.062
H 2.477 -3.778 5.103
H 3.431 -4.261 3.710
H 1.987 -5.177 4.134
H 4.535 -4.979 5.809
H 4.091 -6.361 4.823
H 3.538 -6.792 7.192
H 2.060 -6.741 6.230
C 0.853 -2.732 -0.691
C -0.020 -3.314 -1.802
C -0.487 -4.752 -1.540
C 0.652 -5.659 -1.430
N 1.546 -6.367 -1.343
H 1.781 -3.291 -0.567
H 1.122 -1.708 -0.932
H 0.324 -2.731 0.265
H 0.531 -3.285 -2.744
H -0.899 -2.679 -1.924
H -1.119 -5.100 -2.357
H -1.068 -4.803 -0.619
C 3.681 -1.369 -5.958
C 4.476 -2.430 -5.208
C 3.731 -2.989 -3.990
C 3.442 -1.933 -3.023
N 3.215 -1.107 -2.265
H 3.487 -0.498 -5.332
H 4.236 -1.024 -6.828
H 2.722 -1.766 -6.301
H 5.429 -2.004 -4.890
H 4.705 -3.255 -5.886
H 4.331 -3.752 -3.495
H 2.790 -3.447 -4.297
C 5.311 -9.368 4.816
C 6.156 -10.268 5.710
C 5.364 -10.849 6.888
C 4.847 -9.782 7.741
N 4.443 -8.940 8.401
H 4.944 -8.498 5.361
H 5.901 -9.001 3.977
H 4.452 -9.907 4.413
H 7.009 -9.702 6.087
H 6.556 -11.092 5.117
H 6.001 -11.495 7.492
H 4.525 -11.444 6.528
C 5.537 0.899 -10.949
C 6.836 0.136 -10.713
C 6.781 -0.764 -9.473
C 6.538 0.024 -8.268
N 6.350 0.652 -7.331
H 5.317 1.575 -10.123
H 5.609 1.501 -11.854
H 4.695 0.215 -11.065
H 7.657 0.847 -10.611
H 7.054 -0.482 -11.585
H 7.722 -1.300 -9.351
H 5.983 -1.502 -9.572
*
```

Values from the calculation:
HOMO-LUMO gap, eV: 8.097
Electronic energy, eV: -118040.1110
Max |F|, eV/A: 2.066
Lowest unoccupied orbital energy, eV: 0.1
Highest occupied orbital energy, hartree: -0.29248